# 1
{
  "formula": "C22H27BN6O2PPt",
  "method": "ωB97M-V with the def2-TZVPD basis set",
  "e_tot_ha": -1818.98232,
  "de_lowest_kj_mol": 0.0,
  "homo_energy_ev": -10.23,
  "mol_weight_g_mol": 644.4,
  "total_charge": 1,
  "elements": ["Pt", "C", "N", "C", "C", "N", "C", "P", "C", "N", "C", "C", "N", "C", "C", "N", "C", "C", "N", "C", "H", "H", "H", "H", "H", "H", "H", "H", "H", "H", "H", "H", "H", "H", "H", "C", "C", "C", "C", "C", "C", "C", "C", "O", "B", "O", "C", "C", "H", "H", "H", "H", "H", "H", "H", "H", "H", "H", "H", "H"],
  "positions_angstrom": [[1.517, 1.796, 0.669], [2.048, 0.240, -4.323], [2.454, 0.252, -2.922], [3.220, -0.706, -2.320], [3.355, -0.334, -1.012], [2.696, 0.839, -0.823], [2.139, 1.183, -1.989], [1.148, 2.689, -2.377], [2.142, 3.863, -1.407], [2.386, 3.703, -0.116], [3.176, 4.742, 0.274], [3.410, 5.544, -0.808], [2.750, 4.982, -1.866], [2.743, 5.487, -3.232], [-0.328, 2.659, -1.268], [-0.342, 2.529, 0.061], [-1.629, 2.654, 0.482], [-2.415, 2.894, -0.610], [-1.591, 2.894, -1.700], [-2.018, 3.105, -3.078], [2.561, -0.580, -4.818], [2.324, 1.174, -4.805], [0.974, 0.086, -4.406], [3.603, -1.552, -2.862], [3.870, -0.827, -0.207], [3.522, 4.850, 1.287], [3.978, 6.453, -0.909], [3.215, 6.465, -3.238], [1.722, 5.587, -3.592], [3.299, 4.821, -3.889], [-1.904, 2.546, 1.515], [-3.474, 3.060, -0.702], [-3.091, 3.270, -3.082], [-1.793, 2.229, -3.683], [-1.526, 3.979, -3.499], [-2.604, -4.987, 4.397], [-2.761, -4.536, 2.939], [-4.116, -3.842, 2.797], [-2.753, -5.767, 2.022], [-1.599, -3.614, 2.565], [-0.289, -4.103, 2.640], [0.826, -3.335, 2.326], [0.587, -2.040, 1.925], [1.482, -1.058, 1.554], [0.709, 0.069, 1.260], [-0.645, -0.227, 1.422], [-0.697, -1.539, 1.844], [-1.806, -2.296, 2.155], [-3.429, -5.645, 4.678], [-2.605, -4.129, 5.072], [-1.674, -5.535, 4.552], [-4.910, -4.538, 3.072], [-4.301, -3.521, 1.770], [-4.196, -2.974, 3.453], [-3.579, -6.433, 2.281], [-1.826, -6.333, 2.116], [-2.865, -5.474, 0.976], [-0.127, -5.124, 2.961], [1.829, -3.732, 2.399], [-2.793, -1.864, 2.082]],
  "forces_ev_per_a": [[-0.18, 0.19, -0.13], [0.00, 0.00, 0.02], [0.03, -0.03, -0.12], [0.00, 0.05, 0.03], [0.06, -0.02, -0.01], [-0.05, -0.07, 0.12], [-0.10, 0.06, 0.03], [0.00, 0.00, -0.01], [-0.05, -0.10, 0.07], [0.02, -0.03, -0.04], [-0.01, 0.01, -0.04], [0.01, -0.01, 0.05], [0.01, 0.01, 0.03], [0.00, 0.00, -0.01], [0.15, 0.03, 0.07], [-0.01, -0.04, 0.14], [0.01, 0.01, -0.12], [0.04, -0.03, 0.01], [0.02, -0.01, -0.05], [-0.02, 0.00, 0.02], [0.00, 0.00, 0.00], [-0.01, 0.00, 0.00], [0.00, 0.01, -0.01], [-0.01, 0.00, -0.01], [-0.01, -0.02, 0.00], [0.00, 0.01, 0.00], [-0.01, 0.00, -0.01], [0.00, 0.00, 0.00], [0.00, -0.01, 0.00], [0.00, 0.00, 0.00], [0.00, 0.02, 0.04], [-0.01, -0.01, 0.01], [0.00, -0.01, 0.01], [0.01, 0.01, -0.01], [0.01, -0.01, -0.01], [0.00, -0.01, 0.01], [0.00, 0.01, 0.00], [-0.01, 0.01, 0.00], [0.01, -0.01, 0.00], [0.02, -0.04, 0.01], [-0.02, 0.00, 0.00], [-0.01, 0.03, 0.00], [-0.07, 0.06, -0.02], [0.05, 0.01, 0.00], [0.13, -0.17, -0.03], [-0.05, 0.15, -0.01], [0.06, -0.14, 0.03], [0.01, 0.07, -0.02], [0.00, 0.00, 0.00], [0.00, 0.00, 0.00], [0.00, 0.00, 0.00], [0.00, 0.00, 0.00], [0.00, 0.00, 0.00], [0.00, 0.00, 0.00], [0.00, 0.00, 0.00], [0.00, 0.00, 0.00], [0.00, 0.01, 0.00], [0.00, 0.00, 0.00], [0.00, 0.00, 0.00], [0.00, 0.00, 0.00]],
  "nbo_charge": [0.66, -0.41, -0.31, -0.07, -0.03, -0.51, 0.07, 0.75, 0.07, -0.53, -0.06, -0.06, -0.32, -0.40, 0.07, -0.50, -0.03, -0.07, -0.31, -0.40, 0.23, 0.22, 0.22, 0.24, 0.25, 0.24, 0.24, 0.23, 0.22, 0.22, 0.24, 0.24, 0.23, 0.22, 0.22, -0.60, -0.08, -0.61, -0.59, 0.01, -0.21, -0.26, 0.27, -0.68, 0.82, -0.67, 0.22, -0.25, 0.21, 0.21, 0.21, 0.22, 0.21, 0.21, 0.21, 0.21, 0.21, 0.22, 0.23, 0.23]
}


# 2
{
  "formula": "C5H7N",
  "method": "ωB97M-V with the def2-TZVPD basis set",
  "e_tot_ha": -249.26809,
  "de_lowest_kj_mol": 538.6,
  "homo_energy_ev": [-8.60, -7.17],
  "mol_weight_g_mol": 81.1,
  "elements": ["C", "C", "C", "C", "N", "C", "H", "H", "H", "H", "H", "H", "H"],
  "positions_angstrom": [[-0.253, 1.284, -0.232], [0.296, 0.223, -1.149], [0.731, -0.950, -0.501], [-0.148, -1.015, 0.668], [0.749, -0.695, 1.709], [-1.049, 0.131, 0.198], [-0.833, 2.049, -0.750], [0.468, 1.740, 0.450], [0.460, 0.444, -2.206], [1.434, -1.690, -0.869], [-0.688, -1.953, 0.831], [0.974, 0.298, 1.659], [-2.140, 0.134, 0.192]],
  "forces_ev_per_a": [[-0.01, -0.04, -0.27], [0.83, -0.30, -0.23], [0.10, 0.45, -1.22], [-0.56, 0.21, 0.14], [0.31, -0.09, 0.80], [-0.81, -0.08, 0.54], [0.09, -0.12, 0.10], [-0.04, -0.04, -0.02], [-0.07, -0.12, 0.22], [-0.22, 0.11, 0.07], [0.14, 0.14, -0.06], [-0.07, -0.03, -0.03], [0.30, -0.10, -0.05]],
  "nbo_charge": [-0.48, -0.17, -0.13, -0.19, -0.54, -0.10, 0.23, 0.20, 0.23, 0.23, 0.20, 0.30, 0.22]
}